Below is C5H8O2 as an isolated structure, with properties calculated with ωB97M-V with the def2-TZVPD basis set.

```
! wB97M-V def2-TZVPD RIJCOSX def2/J DEFGRID3
* xyz 0 1
C 1.35 -0.19 1.33
C 0.80 0.60 0.19
O 0.91 0.43 -1.16
C -0.31 0.00 -1.77
C -1.35 -0.04 -0.64
O -0.55 -0.62 0.36
C -0.11 -0.07 1.76
H 1.73 -1.16 1.01
H 2.07 0.36 1.95
H 0.52 1.62 0.46
H -0.14 -1.01 -2.14
H -0.57 0.67 -2.60
H -1.73 0.95 -0.35
H -2.19 -0.71 -0.88
H -0.45 -0.81 2.49
*
```

Calculated values
Relative energy (zero: lowest compared OMol25 entry of this formula, charge and spin)   153.0 kcal per mole
HOMO level   -7.2 eV
E_LUMO   0.91 eV
Molar mass   100.117 g mol⁻¹